[1]
64
Properties=species:S:1:pos:R:3:nbo_charge:R:1 method="wB97M-V/def2-TZVPD" e_homo_ev=-12.04 charge=+1 gap_ev=8.856 total_energy_ha=-1508.65679
C -5.3589 1.5538 -0.3413 -0.302
O -4.9018 0.5792 -1.3187 -0.511
C -3.5189 0.7293 -1.6292 0.092
N -2.5906 0.2451 -0.5107 -0.464
C -1.2923 1.0186 -0.7310 -0.276
C -0.1872 0.5904 0.3403 0.060
C 1.1576 1.4198 -0.0539 -0.420
C 1.8040 2.1990 1.1811 -0.422
C 0.8386 3.3559 1.7685 -0.434
C 0.2387 2.9407 3.2074 -0.223
N -1.2626 3.0072 3.2640 -0.827
O 0.1449 -0.8046 0.1547 -0.548
C -1.0240 -1.6693 0.3598 0.277
C -1.4807 -1.6181 1.8952 -0.574
C -0.2922 -1.4663 2.9470 0.399
O -0.4315 -1.8708 4.1332 -0.490
C -0.5872 -3.1204 -0.1730 -0.482
C -0.5487 -4.2801 0.9288 0.086
C 0.4277 -5.4428 0.3242 -0.625
O -1.8456 -4.9459 1.0881 -0.733
C -2.2855 -1.2197 -0.5858 -0.223
I -3.9655 -2.5368 -0.1801 0.260
H -4.7130 2.4887 -0.2620 0.188
H -5.4380 1.0023 0.6640 0.195
H -6.4452 1.8102 -0.6279 0.242
H -3.2197 0.2805 -2.6450 0.242
H -3.2931 1.8582 -1.7295 0.198
H -2.9240 0.5568 0.4248 0.450
H -1.4568 2.1501 -0.5959 0.256
H -0.8943 0.7885 -1.7737 0.250
H -0.4371 0.8857 1.4160 0.204
H 0.9363 2.1821 -0.8779 0.219
H 1.9192 0.6848 -0.5143 0.247
H 2.7311 2.7501 0.7691 0.250
H 2.1896 1.5171 2.0101 0.215
H 1.4754 4.2976 1.9539 0.242
H 0.0339 3.6620 1.0214 0.191
H 0.5368 1.8537 3.3881 0.163
H 0.6648 3.6051 4.0352 0.215
H -1.6439 2.9753 2.2997 0.328
H -1.5967 2.1350 3.7198 0.356
H -2.1362 -2.4796 2.2366 0.269
H -2.1303 -0.6666 2.0105 0.211
H 0.7080 -0.9969 2.6557 0.158
H 0.4846 -3.0392 -0.5938 0.256
H -1.2215 -3.5049 -1.0514 0.242
H -0.0865 -3.9893 1.9273 0.190
H -0.0230 -6.4655 0.5248 0.250
H 0.5390 -5.2212 -0.8027 0.202
H 1.4428 -5.2718 0.8098 0.220
H -2.3182 -4.5823 1.8641 0.472
H -1.9327 -1.4521 -1.6591 0.254
C 4.8737 -0.0880 -2.1731 -0.614
C 4.3601 0.3537 -3.5397 -0.381
C 4.7715 1.7840 -3.8970 -0.505
C 4.2128 2.7436 -2.8874 0.303
N 3.7740 3.4962 -2.0949 -0.361
H 4.4604 0.5270 -1.3690 0.207
H 4.5815 -1.1218 -1.9735 0.217
H 5.9648 -0.0277 -2.1260 0.215
H 3.2685 0.2677 -3.5534 0.197
H 4.7458 -0.3290 -4.3021 0.218
H 4.3925 2.0482 -4.8873 0.255
H 5.8604 1.8776 -3.9151 0.253


[2]
70
Properties=species:S:1:pos:R:3:nbo_charge:R:1 method="wB97M-V/def2-TZVPD" e_homo_ev=-9.21 charge=0 gap_ev=9.766 smiles="COCCCCCCCCC[C@@H](C[C@H](C)I)OC=O.O=S1(=O)OCCO1.O=S1(=O)OCCO1" total_energy_ha=-2667.78414
C 2.9614 1.1874 3.2052 -0.243
O 3.6140 2.2697 2.5840 -0.560
C 4.5602 1.9518 1.5728 -0.055
C 4.4707 2.9565 0.4279 -0.407
C 3.3566 2.6525 -0.5777 -0.404
C 1.9368 2.8809 -0.0402 -0.411
C 0.8991 1.8175 -0.4181 -0.395
C 1.3201 0.3649 -0.2362 -0.409
C 0.1939 -0.5992 -0.6397 -0.386
C -0.9781 -0.6603 0.3438 -0.406
C -2.1293 0.3118 0.0263 -0.417
C -2.5559 1.1493 1.2365 0.088
C -3.2350 2.4534 0.8647 -0.458
C -3.1723 3.5641 1.9141 -0.282
C -3.8766 4.8291 1.3924 -0.635
I -1.1436 4.0354 2.4360 0.063
O -3.5113 0.3682 2.0236 -0.566
C -2.9824 -0.1071 3.1843 0.667
O -2.7445 -1.2591 3.3759 -0.540
H 1.8807 1.3411 3.1511 0.176
H 3.1852 0.2327 2.7271 0.169
H 3.2357 1.1136 4.2597 0.174
H 5.5611 2.0150 2.0090 0.167
H 4.3863 0.9532 1.1668 0.165
H 4.3750 3.9636 0.8304 0.208
H 5.4142 2.8776 -0.1172 0.201
H 3.4927 1.6430 -0.9586 0.204
H 3.5113 3.3091 -1.4356 0.203
H 1.5752 3.8292 -0.4425 0.203
H 1.9381 3.0018 1.0412 0.213
H 0.5405 1.9471 -1.4418 0.195
H 0.0348 1.9881 0.2295 0.191
H 1.6170 0.1542 0.7946 0.185
H 2.1574 0.1064 -0.8738 0.224
H 0.6184 -1.5981 -0.7398 0.206
H -0.1468 -0.2935 -1.6313 0.194
H -1.3806 -1.6724 0.2948 0.221
H -0.6077 -0.5413 1.3629 0.194
H -1.8044 0.9982 -0.7517 0.211
H -3.0208 -0.2246 -0.2904 0.222
H -1.6678 1.3267 1.8455 0.193
H -2.8804 2.8393 -0.0889 0.218
H -4.3000 2.2361 0.7480 0.232
H -3.7095 3.2261 2.7958 0.214
H -3.8725 4.8611 0.3058 0.213
H -4.8946 4.8856 1.7715 0.218
H -3.3678 5.7229 1.7416 0.227
H -2.8267 0.6706 3.9464 0.108
O 1.8929 0.2815 -5.3716 -0.894
S 2.3588 -0.5477 -4.3209 2.555
O 2.5997 -0.0248 -3.0241 -0.910
O 3.6491 -1.3408 -4.8357 -0.688
C 3.4532 -2.7573 -4.7021 -0.098
C 1.9569 -2.9405 -4.8609 -0.102
O 1.4010 -1.8168 -4.1643 -0.684
H 3.7952 -3.0677 -3.7135 0.196
H 4.0261 -3.2693 -5.4698 0.213
H 1.5894 -3.8566 -4.4079 0.221
H 1.6516 -2.8939 -5.9077 0.195
O -0.8926 -5.3930 -0.6092 -0.903
S -2.3049 -5.3926 -0.7453 2.548
O -2.9224 -5.4320 -2.0204 -0.897
O -2.8870 -4.1665 0.1003 -0.688
C -3.8305 -4.6266 1.0778 -0.101
C -3.3547 -6.0247 1.4164 -0.102
O -2.9269 -6.5603 0.1539 -0.688
H -4.8250 -4.6357 0.6285 0.192
H -3.8139 -3.9526 1.9302 0.229
H -4.1411 -6.6541 1.8220 0.213
H -2.5028 -6.0072 2.0984 0.197


[3]
67
Properties=species:S:1:pos:R:3:nbo_charge:R:1 method="wB97M-V/def2-TZVPD" e_homo_ev="-7.14 / -7.82" charge=0 gap_ev="7.650 / 8.329" s2=0.75 spin_multiplicity=2 total_energy_ha=-1778.40800
C 3.7597 -0.9047 -0.6107 -0.628
C 2.6917 -0.2112 -1.4748 0.096
C 3.2069 -0.1418 -2.9180 -0.616
C 1.3365 -0.9477 -1.4448 -0.418
C 0.3395 -0.5067 -0.3595 -0.341
C -0.9676 -1.3167 -0.5556 -0.408
C -1.8944 -0.8791 -1.6980 -0.226
N -2.8748 0.1380 -1.2893 -0.852
P 1.0071 -0.9765 1.3185 1.363
N 1.7908 0.1421 2.0783 -1.333
C 0.1161 1.0152 -0.3657 -0.442
C 1.2566 1.8858 -0.9363 0.131
C 1.4223 3.1278 -0.0616 -0.618
C 0.9435 2.3107 -2.3803 -0.625
N 2.5464 1.1598 -0.9298 0.039
O 3.5996 1.8764 -0.9964 -0.428
H 3.7028 -1.9895 -0.7329 0.199
H 4.7530 -0.5717 -0.9148 0.226
H 3.6400 -0.6449 0.4432 0.249
H 4.1224 0.4489 -2.9560 0.235
H 2.4712 0.2883 -3.6001 0.203
H 3.4298 -1.1575 -3.2601 0.207
H 1.5348 -2.0177 -1.3200 0.219
H 0.8530 -0.8464 -2.4239 0.209
H -1.5633 -1.3356 0.3609 0.223
H -0.6690 -2.3558 -0.7468 0.219
H -1.3007 -0.5263 -2.5497 0.178
H -2.4299 -1.7676 -2.0459 0.189
H -2.7685 1.0001 -1.8078 0.359
H -3.8196 -0.1852 -1.4484 0.359
H 1.7626 -2.1241 0.9891 -0.089
H -0.1006 -1.5514 1.9743 -0.052
H 1.3843 0.3999 2.9699 0.392
H -0.7746 1.2504 -0.9500 0.211
H -0.0976 1.3430 0.6537 0.265
H 1.9262 2.8510 0.8659 0.246
H 0.4301 3.5205 0.1805 0.206
H 2.0023 3.8985 -0.5698 0.214
H 0.0954 3.0026 -2.3706 0.209
H 1.8039 2.8209 -2.8188 0.224
H 0.6701 1.4593 -3.0095 0.196
C -3.0969 -7.9816 -0.2737 -0.626
C -3.0104 -6.4810 -0.2029 0.066
C -2.3929 -5.7825 -1.4010 -0.092
O -1.7988 -4.6252 -0.8083 -0.500
C -1.5284 -4.9072 0.4923 0.975
O -0.8809 -4.2263 1.2184 -0.572
O -2.1066 -6.0778 0.8432 -0.493
H -3.3523 -8.3889 0.7033 0.235
H -3.8734 -8.2757 -0.9811 0.222
H -2.1469 -8.4115 -0.5921 0.218
H -3.9844 -6.0393 0.0278 0.183
H -3.1063 -5.4700 -2.1585 0.205
H -1.6037 -6.3886 -1.8539 0.184
C -0.8363 7.0240 2.5162 -0.626
C -0.9719 5.7774 3.3486 0.067
C 0.2078 5.4308 4.2395 -0.094
O 0.1464 4.0038 4.2895 -0.490
C -0.4719 3.5701 3.1643 0.976
O -0.5075 2.4404 2.8014 -0.573
O -1.0283 4.6132 2.5037 -0.498
H -1.6291 7.0655 1.7707 0.232
H -0.9172 7.9067 3.1521 0.221
H 0.1252 7.0446 2.0026 0.219
H -1.8944 5.7932 3.9371 0.181
H 0.1419 5.8279 5.2488 0.204
H 1.1551 5.7249 3.7798 0.185


[4]
69
Properties=species:S:1:pos:R:3:nbo_charge:R:1 method="wB97M-V/def2-TZVPD" e_homo_ev=-9.69 charge=0 gap_ev=10.310 smiles="C[C@H](O)C[C@@H]1COC(=O)[C@H]1N.CCOC(=O)OC.CCOC(=O)OC.CCOC(=O)OC" total_energy_ha=-1703.84512
C -0.4954 0.6665 3.1252 -0.645
C 0.9897 0.3771 3.2825 0.088
O 1.3120 -0.8421 2.5970 -0.728
C 1.4483 0.1390 4.7218 -0.412
C 1.6176 1.3536 5.6463 -0.257
C 0.3328 2.0878 6.0384 -0.080
O 0.2020 3.1733 5.0844 -0.507
C 1.3332 3.2858 4.3463 0.781
O 1.3648 3.9053 3.3213 -0.573
C 2.4233 2.5242 5.0825 -0.162
N 2.9141 3.3717 6.1939 -0.829
H -0.7406 0.7600 2.0625 0.211
H -1.0821 -0.1669 3.5248 0.213
H -0.8144 1.5861 3.6180 0.223
H 1.5808 1.1825 2.8267 0.164
H 1.0812 -0.7397 1.6657 0.475
H 0.7168 -0.5318 5.1921 0.210
H 2.3874 -0.4189 4.6753 0.231
H 2.1213 0.9858 6.5445 0.238
H -0.5489 1.4492 5.9739 0.199
H 0.3832 2.5296 7.0350 0.198
H 3.2706 2.2338 4.4646 0.223
H 2.3289 4.1871 6.3354 0.366
H 3.8382 3.7227 5.9772 0.373
C 0.7724 -4.1758 -3.0526 -0.639
C 1.6561 -2.9507 -3.1194 -0.070
O 0.9411 -1.8032 -3.6104 -0.493
C 0.1825 -1.1773 -2.7155 0.984
O 0.0696 -1.4660 -1.5513 -0.659
O -0.4305 -0.1640 -3.3260 -0.493
C -1.3079 0.5929 -2.4879 -0.255
H 0.3068 -4.3654 -4.0202 0.214
H 1.3606 -5.0506 -2.7763 0.223
H -0.0189 -4.0453 -2.3152 0.223
H 2.4664 -3.0955 -3.8319 0.187
H 2.0948 -2.7190 -2.1495 0.196
H -0.7920 0.9301 -1.5914 0.193
H -2.1754 -0.0041 -2.2111 0.190
H -1.6208 1.4481 -3.0789 0.198
C -1.2168 -10.2314 -5.4649 -0.639
C -1.6162 -8.8087 -5.1415 -0.071
O -0.4701 -7.9883 -4.8572 -0.495
C 0.1880 -7.5407 -5.9244 0.981
O -0.1027 -7.7353 -7.0754 -0.647
O 1.2271 -6.8217 -5.4965 -0.499
C 2.0541 -6.2988 -6.5399 -0.256
H -0.6030 -10.6452 -4.6641 0.212
H -2.1057 -10.8515 -5.5801 0.218
H -0.6451 -10.2735 -6.3911 0.225
H -2.2151 -8.7705 -4.2337 0.190
H -2.1917 -8.3607 -5.9506 0.197
H 1.4599 -5.7510 -7.2677 0.199
H 2.5938 -7.1044 -7.0350 0.191
H 2.7575 -5.6283 -6.0547 0.193
C -2.6505 9.8123 1.9736 -0.638
C -3.2526 8.8931 0.9333 -0.070
O -2.2658 8.0229 0.3598 -0.498
C -1.9527 6.9538 1.0974 0.981
O -2.4437 6.6618 2.1575 -0.652
O -1.0157 6.2677 0.4537 -0.497
C -0.5430 5.1011 1.1490 -0.259
H -1.8102 10.3646 1.5514 0.211
H -3.3984 10.5253 2.3214 0.215
H -2.2907 9.2441 2.8303 0.225
H -3.6422 9.4636 0.0920 0.187
H -4.0653 8.2987 1.3495 0.195
H -1.3781 4.4630 1.4313 0.191
H 0.0218 5.3822 2.0296 0.214
H 0.1037 4.5803 0.4491 0.191


[5]
70
Properties=species:S:1:pos:R:3:nbo_charge:R:1 method="wB97M-V/def2-TZVPD" e_homo_ev=-0.23 charge=-2 gap_ev=2.185 total_energy_ha=-2193.08360
Ag 0.0645 0.5804 0.7654 0.590
C -0.8262 1.9910 -7.0478 -0.633
C -0.8875 2.2360 -5.5306 0.094
C 0.2611 1.5440 -4.8252 -0.615
O -0.9541 3.5479 -5.1260 -0.855
H -1.1772 2.7803 -7.7125 0.201
H -1.3417 1.0547 -7.2616 0.163
H 0.1918 1.7471 -7.3518 0.168
H -1.7539 1.6737 -5.1824 0.073
H 0.2354 0.4825 -5.0715 0.144
H 0.1985 1.4472 -3.7413 0.198
H 1.2151 2.0039 -5.0828 0.186
C -3.6805 3.4274 2.8187 -0.638
C -4.1980 2.5890 1.6075 0.115
C -5.7194 3.0548 1.2482 -0.635
O -3.4161 2.6896 0.4569 -0.765
H -2.6220 3.2317 2.9905 0.204
H -4.1079 3.0771 3.7582 0.160
H -3.8348 4.5037 2.8948 0.198
H -4.3403 1.5699 1.9670 0.087
H -5.8587 4.0438 0.8117 0.200
H -6.2418 2.9219 2.1956 0.166
H -6.1784 2.4114 0.4977 0.191
C 1.9590 7.1421 1.5478 0.719
F 0.8120 7.5463 2.1343 -0.325
F 2.6733 8.1384 1.1443 -0.312
F 2.6545 6.3313 2.3508 -0.332
S 1.5353 6.0856 0.0350 2.269
O 2.4688 6.2967 -1.0180 -0.996
O 1.5321 4.6870 0.4286 -1.030
O 0.1468 6.4073 -0.3869 -0.991
C 6.4480 -1.2033 1.0315 -0.430
C 6.1719 -0.6902 -0.4214 -0.428
C 4.6643 -0.2767 -0.3122 -0.079
O 4.1948 -0.8040 0.9481 -0.540
C 5.2781 -0.7862 1.8814 -0.073
H 7.4104 -0.8603 1.4113 0.208
H 6.3942 -2.2841 0.9007 0.198
H 6.3027 -1.4978 -1.1416 0.202
H 6.7672 0.1819 -0.6921 0.209
H 4.0880 -0.8053 -1.0715 0.191
H 4.5242 0.8005 -0.4019 0.192
H 5.1583 -1.4747 2.7179 0.182
H 5.3321 0.2194 2.2985 0.168
C -1.3772 -4.4174 4.4789 -0.437
C -2.3967 -3.5091 5.1179 -0.436
C -1.8684 -2.0528 4.9246 -0.069
O -1.0787 -2.1182 3.7849 -0.518
C -0.3759 -3.3526 3.8986 -0.083
H -1.9049 -4.8655 3.6369 0.202
H -0.8974 -5.1805 5.0917 0.206
H -2.4846 -3.7948 6.1661 0.201
H -3.3979 -3.6212 4.7018 0.207
H -1.1686 -1.7597 5.7071 0.154
H -2.7010 -1.3582 4.8131 0.204
H 0.4556 -3.2363 4.5937 0.165
H -0.2246 -3.6880 2.8725 0.204
C -1.8983 -4.7556 -2.3907 -0.436
C -0.4445 -5.1980 -2.5798 -0.438
C 0.3157 -3.9127 -2.6929 -0.076
O -0.3228 -3.0305 -1.7624 -0.525
C -1.7114 -3.2561 -1.9123 -0.081
H -2.4483 -5.3028 -1.6251 0.203
H -2.5176 -4.8383 -3.2838 0.210
H -0.2738 -5.6704 -3.5472 0.207
H -0.1333 -5.8652 -1.7761 0.204
H 0.3100 -3.4263 -3.6683 0.174
H 1.3885 -3.9969 -2.5191 0.188
H -2.1601 -2.4743 -2.5251 0.187
H -2.2272 -3.0813 -0.9681 0.181


[6]
74
Properties=species:S:1:pos:R:3:mulliken_charge:R:1 method="wB97M-V/def2-TZVPD" e_homo_ev=-3.95 charge=-1 gap_ev=6.102 total_energy_ha=-7804.31692
C 0.5676 -1.6359 -3.1118 -1.003
C 1.3811 -0.4622 -3.6312 0.443
Cl 3.1533 -0.8439 -3.4229 -0.297
C 1.0008 0.9191 -3.0251 -1.035
N 0.0972 0.9004 -1.9097 -0.545
C 0.6048 1.0815 -0.6714 1.022
C 1.9596 0.5104 -0.2604 -0.963
F 0.8467 2.5909 -0.2809 -0.518
H -0.5016 -1.4856 -3.3644 0.019
H 0.9003 -2.5803 -3.5718 0.438
H 0.6208 -1.7142 -2.0130 0.179
H 1.2651 -0.3895 -4.7237 0.383
H 1.9470 1.4726 -2.8485 0.215
H 0.5043 1.4424 -3.8690 0.385
H -0.1697 0.7843 0.0678 -0.449
H 1.9433 -0.5929 -0.3391 0.211
H 2.7742 0.8842 -0.9107 0.115
H 2.2025 0.7920 0.7773 0.352
Cl 4.8215 2.4435 0.2707 -0.145
C 5.3608 4.0022 -0.3929 -0.022
C 4.4424 4.4742 -1.4943 -0.501
Cl 4.5667 3.4522 -2.9501 -0.198
H 6.3783 3.8796 -0.7607 0.340
H 5.3467 4.7162 0.4212 -0.111
H 4.7193 5.4864 -1.7892 0.356
H 3.4025 4.4562 -1.1721 0.282
Cl 0.7941 2.1981 3.9376 -0.254
C -0.1406 1.9508 2.4263 0.145
C -1.4603 2.6702 2.4468 -0.334
Cl -2.5935 1.9872 3.6562 -0.272
H -0.2673 0.8779 2.3016 0.306
H 0.4633 2.3367 1.6025 -0.177
H -1.9347 2.5719 1.4718 0.202
H -1.3357 3.7233 2.6888 0.417
Cl 5.6988 5.6141 2.8708 -0.219
C 5.2613 4.8980 4.4408 -0.424
C 3.7712 4.6953 4.5160 -0.328
Cl 2.8874 6.2459 4.5676 -0.193
H 5.6249 5.5600 5.2242 0.361
H 5.7667 3.9361 4.5154 0.277
H 3.5175 4.1553 5.4274 0.283
H 3.4082 4.1310 3.6594 0.220
Cl -1.1766 -5.3634 -3.3539 -0.099
C -2.1413 -5.2137 -4.8458 -0.471
C -1.2646 -4.9963 -6.0563 -0.471
Cl -0.4810 -3.4034 -5.9806 -0.124
H -2.8240 -4.3772 -4.7067 0.241
H -2.7122 -6.1354 -4.9578 0.321
H -1.8789 -5.0222 -6.9563 0.315
H -0.4875 -5.7550 -6.1274 0.297
Cl -2.9865 -2.2603 -2.5726 -0.153
C -3.6084 -0.6478 -2.0895 -0.778
C -2.7698 -0.0036 -1.0257 0.387
Cl -2.9351 -0.8797 0.5442 -0.253
H -4.6403 -0.7914 -1.7735 0.466
H -3.5816 -0.0218 -2.9809 0.308
H -3.1320 1.0098 -0.8562 0.285
H -1.7060 0.0563 -1.3156 -0.272
Cl -7.4293 3.3555 4.8420 -0.194
C -6.7292 2.1866 5.9935 -0.436
C -5.9048 1.1258 5.3096 -0.117
Cl -6.9067 0.0299 4.3221 -0.194
H -7.5540 1.7464 6.5502 0.326
H -6.0932 2.7514 6.6742 0.293
H -5.4120 0.5144 6.0648 0.321
H -5.1493 1.5661 4.6630 0.036
Cl 1.3032 -6.2021 -0.6283 -0.167
C -0.0704 -7.3326 -0.6089 -0.380
C -0.1745 -8.0900 0.6901 -0.456
Cl 1.1665 -9.2492 0.9156 -0.203
H 0.0433 -8.0079 -1.4547 0.319
H -0.9728 -6.7383 -0.7496 0.252
H -1.0966 -8.6699 0.6994 0.305
H -0.1654 -7.4122 1.5408 0.334